ORCA calculation (wB97M-V/def2-TZVPD) on a 2-piece molecular cluster, C2H3BrN2S overall at a distorted geometry.

Last columns: bonded neighbours and bond lengths (Å).
Positions of all 9 atoms, in Å:
1 C 0.675 -0.089 0.048  N3 1.234, H7 1.036, H8 1.166
2 C 1.123 4.026 -0.095  S5 1.693, Br6 1.835, H9 1.151
3 N -0.172 0.572 0.656  C1 1.234, N4 1.130
4 N -0.986 1.211 1.110  N3 1.130
5 S 2.746 3.618 0.161  C2 1.693
6 Br 0.288 4.350 -1.696  C2 1.835
7 H 0.436 -0.232 -0.950  C1 1.036
8 H 1.573 -0.633 0.556  C1 1.166
9 H 0.444 3.967 0.833  C2 1.151

Properties
LUMO (spin up / spin down): 0.765 / -2.743 eV
maximum force: 5.4 eV/A
energy relative to the best compared isomer or geometry (same formula, charge and spin): 29.4 kcal/mol
HOMO level (spin up / spin down): -7.317 / -8.741 eV
2S+1: 3
total energy: -85975.184 eV